1.
Below is a structure of composition C7H9NO at a distorted geometry, with properties calculated with ωB97M-V/def2-TZVPD.

Structure (XYZ):
```
18
Properties=species:S:1:pos:R:3:lowdin_charge:R:1
C 1.97 -1.27 0.87 -0.204
C 0.73 -1.46 0.28 -0.178
C 0.24 1.06 0.03 -0.225
C -0.57 1.34 -1.22 -0.043
C -0.85 -0.19 -1.04 -0.330
C -1.64 -0.03 0.12 -0.091
C -0.94 0.75 0.94 -0.009
H 2.69 -1.85 1.80 0.195
H 0.16 -1.53 1.34 0.177
H 0.39 -2.24 -0.42 0.140
H 1.01 1.72 0.41 0.138
H -1.09 2.26 -1.37 0.105
H 0.22 1.45 -2.03 0.123
H -1.34 -0.99 -1.63 0.156
H -2.71 -0.24 0.10 0.119
H -0.98 1.51 1.57 0.068
N 0.44 -0.27 -0.61 -0.074
O 2.29 -0.03 0.85 -0.065
```

Properties
net charge	0
maximum force	0.183	hartree/bohr
ΔE to the lowest compared entry with this formula, charge and spin	176.0	kcal per mole
HOMO	-0.3196	hartree
frontier orbital gap	9.63	eV

***

2.
Below is the molecule C7H9NO2 at a distorted geometry, with properties calculated with ωB97M-V/def2-TZVPD.

Structure (XYZ):
```
19
Properties=species:S:1:pos:R:3:lowdin_charge:R:1
O -2.93 0.58 0.06 0.074
C -1.97 1.28 0.13 -0.198
C -0.56 0.89 -0.03 -0.146
N 0.29 1.82 -0.12 0.101
C 1.68 1.49 -0.29 -0.184
C 2.01 0.15 0.37 -0.178
O 1.24 -0.88 -0.18 -0.059
C -0.15 -0.68 -0.09 -0.361
C -0.98 -1.69 0.66 -0.049
C -0.99 -1.65 -0.84 -0.050
H -2.04 2.37 0.32 0.125
H 2.27 2.31 0.13 0.116
H 1.88 1.44 -1.36 0.131
H 3.05 -0.13 0.20 0.127
H 1.84 0.24 1.45 0.132
H -1.86 -1.34 1.17 0.096
H -0.45 -2.49 1.14 0.109
H -0.44 -2.42 -1.37 0.112
H -1.88 -1.30 -1.35 0.102
```

Properties
net charge	0
maximum force	0.069	hartree/bohr
ΔE to the lowest compared entry with this formula, charge and spin	60.7	kcal per mole
HOMO	-0.3403	hartree
frontier orbital gap	9.22	eV
SMILES string	O=CC1=NCCOC12CC2